Here is a structure of composition CH4NO5S2 from OMol25. Energies are from ωB97M-V/def2-TZVPD.

The frontier orbital gap is 8.09 eV. The charge is -1. The electronic energy comes out at -34499.98508 eV.

Geometry (Å):
C: 0.156 -0.581 -0.700
S: -2.011 0.346 -0.262
O: -1.999 0.390 1.205
S: 0.757 0.962 -0.162
O: 0.437 1.010 1.398
H: 0.688 -2.060 0.762
H: 2.043 -1.295 0.033
H: 0.164 -0.431 -1.717
O: 2.199 0.998 -0.344
O: -2.997 -0.590 -0.738
N: 1.031 -1.622 -0.124
O: 0.035 2.009 -0.879
H: -0.502 0.864 1.528

Here is a cluster of 2 separate species, C3H6I2Si in total from OMol25. Energies are from ωB97M-V/def2-TZVPD.

The frontier orbital gap is 9.73 eV. The charge is 0. The electronic energy comes out at -27286.49871 eV. The SMILES is C[SiH](I)I.C#C.

Geometry (Å):
I: 3.667 1.734 0.473
C: -2.536 -0.354 -1.411
I: 3.149 -2.260 0.658
Si: 2.076 -0.152 0.093
H: 0.145 -0.604 1.761
C: -3.152 0.254 -0.602
H: -1.849 -0.722 -2.138
H: -3.635 1.107 -0.198
H: -0.317 0.216 0.135
C: 0.402 0.119 0.927
H: 1.572 -0.359 -1.314
H: 0.477 1.022 1.615

Here is a cluster of 2 separate species, C4H7NO2 in total from OMol25. Energies are from ωB97M-V/def2-TZVPD.

The frontier orbital gap is 10.94 eV. The charge is 0. The electronic energy comes out at -9845.56984 eV. The SMILES is CC(=O)CN=C=O.[H][H].

Geometry (Å):
N: 1.454 1.111 0.581
H: -0.408 1.592 -0.206
H: -0.408 1.189 1.503
H: -1.815 -1.933 -0.331
H: -2.334 -0.777 0.921
C: 2.328 0.260 0.658
C: 0.038 0.918 0.536
H: -2.236 -0.248 -0.767
O: 3.299 -0.386 0.749
C: -1.771 -0.890 -0.012
C: -0.327 -0.535 0.223
H: 1.111 0.691 -1.854
O: 0.543 -1.376 0.198
H: 0.527 0.385 -2.199

Here is the molecule C9H9NO3S from OMol25. Energies are from ωB97M-V/def2-TZVPD.

The frontier orbital gap is 6.95 eV. The charge is 0. The electronic energy comes out at -27940.48058 eV.

Geometry (Å):
C: 3.079 1.728 0.233
H: 2.223 -1.488 -0.188
H: -1.014 -0.343 0.935
O: -3.840 -0.271 -0.391
C: 0.821 0.080 0.128
C: 1.804 2.277 0.202
C: -2.020 0.921 -0.765
C: -1.616 -2.700 0.009
S: -0.843 2.169 -0.291
H: -1.357 -3.729 -0.057
N: -2.901 0.401 0.109
H: -2.486 1.081 -1.793
H: 1.712 3.343 0.166
H: -2.205 -2.579 -0.962
C: 2.146 -0.437 0.013
C: 0.659 1.467 0.059
C: 3.259 0.384 0.203
H: 4.234 0.006 -0.102
O: -2.720 0.399 1.348
C: -0.265 -0.818 0.344
H: -2.158 -2.345 0.808
H: 3.918 2.430 0.164
O: -0.431 -1.976 -0.170

Here is a structure of composition C8H14N2PRe from OMol25. Energies are from ωB97M-V/def2-TZVPD.

The frontier orbital gap (alpha / beta) is 5.65 / 7.75 eV. As for the spin multiplicity: 4. The charge is +1. The electronic energy comes out at -22908.40174 eV.

Geometry (Å):
H: -0.349 3.749 -1.781
C: 0.222 -0.095 -3.630
H: 1.048 -1.913 2.760
H: -0.052 -2.137 -0.381
H: 2.239 0.551 -2.944
H: -1.399 2.963 -0.020
H: -1.158 1.501 3.563
H: -0.931 -3.142 -2.546
C: 0.048 0.274 1.514
H: -0.806 0.101 4.641
N: 0.048 -0.053 2.752
C: -0.468 -2.157 -2.551
H: -2.006 -0.040 3.315
P: -0.329 2.636 -0.905
C: -0.032 -1.575 -1.327
C: -0.385 -1.393 -3.712
N: 0.222 0.402 0.351
H: 0.909 -1.076 4.346
C: 1.279 0.161 -2.648
H: 0.147 0.618 -4.457
C: 1.086 -0.943 3.277
H: 0.716 3.074 -0.039
Re: -0.263 0.310 -1.638
H: -0.824 -1.706 -4.662
H: 2.083 -0.519 3.095
C: -1.048 0.407 3.627

Here is a cluster of 2 separate species, C10H20 in total from OMol25. Energies are from ωB97M-V/def2-TZVPD.

The frontier orbital gap is 9.72 eV. The charge is 0. The electronic energy comes out at -10692.76158 eV. The SMILES is CC=C(C)C.CC=C(C)C.

Geometry (Å):
H: -4.857 3.879 5.870
C: -3.844 -0.164 7.275
C: 0.446 6.518 8.305
C: -2.279 5.358 9.237
H: -2.384 5.655 10.294
C: -0.999 4.571 9.108
C: 1.546 4.345 8.657
H: -3.706 -0.100 8.368
C: 0.161 5.105 8.691
H: -4.138 0.714 4.488
C: -4.985 0.910 5.167
C: -4.491 2.211 7.296
C: -4.932 3.622 6.940
H: 0.109 7.152 9.142
H: 2.405 4.936 9.016
H: -0.141 6.780 7.408
H: -4.443 -1.062 7.048
H: -5.989 3.695 7.246
H: 1.509 6.735 8.105
C: -4.538 1.051 6.617
H: 1.557 3.366 9.165
H: -4.346 4.355 7.520
H: -1.105 3.523 9.420
H: -2.196 6.269 8.622
H: -3.986 2.192 8.270
H: 1.661 4.179 7.573
H: -3.187 4.810 8.934
H: -5.378 1.919 4.957
H: -5.779 0.173 4.962
H: -2.854 -0.273 6.801

Among the records above, which one has the lowest electronic energy? CH4NO5S2